1.
The following is a DFT calculation (the ωB97M-V functional and the def2-TZVPD basis) of 6 unconnected molecules or ions with the total composition C5H20NO7.

HOMO-LUMO gap   8.3 eV
HOMO energy   -0.1841 hartree
Spin multiplicity   1
ΔE to the lowest compared entry with this formula, charge and spin   240.47 kJ/mol
Charge   -1
LUMO energy   0.1226 Ha

Cartesian coordinates (Å):
C: -0.83 -0.35 -1.53
C: -1.28 -1.72 -0.94
C: -2.37 -1.56 0.08
O: -1.85 -1.21 1.35
C: 0.06 0.29 -0.47
N: 1.34 0.07 -0.36
C: 2.00 -0.89 -1.26
O: -0.52 1.04 0.43
H: -0.23 -0.42 -2.44
H: -1.73 0.18 -1.80
H: -1.43 -2.34 -1.84
H: -0.39 -2.25 -0.59
H: -3.09 -0.83 -0.31
H: -3.00 -2.44 0.27
H: 3.29 0.85 0.66
H: 1.50 -0.99 -2.23
H: 1.99 -1.84 -0.73
H: 3.00 -0.53 -1.46
H: -1.36 -0.37 1.28
H: 3.64 1.58 -0.68
O: 3.96 0.96 -0.01
H: 2.35 3.32 0.22
H: 1.86 2.36 -0.91
O: 2.38 3.16 -0.73
H: -1.36 -2.88 1.86
H: 0.00 -3.66 1.85
O: -0.88 -3.64 2.23
H: -2.91 2.67 0.13
H: -2.16 1.38 0.02
O: -3.09 1.73 0.05
H: -0.15 3.26 2.35
H: 0.54 2.07 2.83
O: 0.72 3.01 2.69

2.
The following is a DFT calculation (the ωB97M-V functional and the def2-TZVPD basis) of 5 unconnected molecules or ions with the total composition C5H20O5.

HOMO-LUMO gap   10.5 eV
HOMO energy   -0.3743 hartree
Spin multiplicity   1
ΔE to the lowest compared entry with this formula, charge and spin   286.39 kJ/mol
LUMO energy   0.0130 Ha

Cartesian coordinates (Å):
C: 3.18 -2.83 2.46
O: 3.08 -1.55 1.94
H: 2.26 -3.37 2.22
H: 3.95 -3.37 1.91
H: 3.30 -2.96 3.54
H: 3.91 -1.15 1.66
C: -3.68 -3.28 1.15
O: -4.52 -3.40 2.33
H: -2.70 -3.71 1.35
H: -4.13 -3.67 0.23
H: -3.63 -2.21 0.97
H: -4.13 -2.98 3.11
C: 4.52 -0.11 -5.23
O: 4.82 -1.36 -4.54
H: 5.37 0.34 -5.74
H: 3.59 -0.12 -5.81
H: 4.27 0.64 -4.48
H: 5.41 -1.13 -3.82
C: -0.69 1.45 -1.35
O: -0.09 0.42 -2.06
H: -0.10 2.36 -1.39
H: -1.59 1.65 -1.92
H: -0.83 1.19 -0.30
H: 0.69 0.11 -1.60
C: -3.78 4.82 2.22
O: -3.75 4.30 3.45
H: -4.06 4.07 1.48
H: -4.38 5.72 2.15
H: -2.77 5.17 1.98
H: -3.53 4.98 4.10

3.
The following is a DFT calculation (the ωB97M-V functional and the def2-TZVPD basis) of 5 unconnected molecules or ions with the total composition C5H20O5.

HOMO-LUMO gap   9.4 eV
HOMO energy   -0.3241 hartree
Spin multiplicity   1
ΔE to the lowest compared entry with this formula, charge and spin   942.08 kJ/mol
LUMO energy   0.0204 Ha

Cartesian coordinates (Å):
C: 0.10 -0.52 -0.27
O: 0.89 -1.70 0.16
H: -0.43 -0.78 -1.18
H: -0.49 -0.28 0.61
H: 0.70 0.39 -0.31
H: 0.94 -2.30 -0.58
C: -0.92 1.27 1.65
O: -0.08 1.79 2.70
H: -1.96 1.33 1.96
H: -0.79 2.08 0.93
H: -0.78 0.25 1.30
H: -0.50 1.54 3.52
C: -2.16 0.62 -1.69
O: -2.67 1.91 -1.27
H: -1.67 0.36 -0.76
H: -2.95 -0.12 -1.86
H: -1.53 0.66 -2.58
H: -3.35 1.78 -0.61
C: 1.42 -3.76 -0.54
O: 2.70 -3.12 -0.78
H: 1.41 -4.80 -0.87
H: 0.99 -3.57 0.44
H: 0.69 -3.24 -1.16
H: 3.05 -3.47 -1.60
C: 1.08 1.99 0.26
O: 1.98 3.03 0.49
H: 1.20 1.25 -0.54
H: 0.88 1.51 1.21
H: 0.20 2.58 -0.03
H: 2.05 3.32 1.40

4.
The following is a DFT calculation (the ωB97M-V functional and the def2-TZVPD basis) of 5 unconnected molecules or ions with the total composition C5H20O5.

HOMO-LUMO gap   10.2 eV
HOMO energy   -0.3534 hartree
Spin multiplicity   1
ΔE to the lowest compared entry with this formula, charge and spin   220.14 kJ/mol
LUMO energy   0.0198 Ha

Cartesian coordinates (Å):
C: -1.35 0.22 0.88
O: -0.45 -0.20 -0.10
H: -1.28 -0.46 1.74
H: -0.99 1.20 1.20
H: -2.33 0.33 0.44
H: 0.43 -0.40 0.24
C: 2.47 -2.07 0.43
O: 1.75 -1.02 1.11
H: 2.41 -1.90 -0.64
H: 3.51 -2.16 0.72
H: 1.86 -2.97 0.55
H: 2.24 -0.20 1.04
C: 2.55 1.50 -0.71
O: 3.01 1.28 0.62
H: 1.56 1.89 -0.92
H: 3.19 2.20 -1.26
H: 2.70 0.58 -1.28
H: 3.05 2.14 1.04
C: 0.79 -0.62 -3.22
O: 0.95 -0.14 -4.54
H: 0.33 -1.59 -3.35
H: 1.79 -0.75 -2.80
H: 0.15 -0.05 -2.54
H: 0.22 -0.49 -5.07
C: -4.46 0.84 2.63
O: -5.86 0.48 2.72
H: -4.17 1.27 3.59
H: -3.99 -0.12 2.43
H: -4.20 1.57 1.86
H: -5.91 -0.35 3.21

5.
The following is a DFT calculation (the ωB97M-V functional and the def2-TZVPD basis) of a molecular structure, C5H21FNbO3.

HOMO-LUMO gap   6.4 eV
HOMO energy   -0.1538 hartree
Spin multiplicity   1
Charge   -1
LUMO energy   0.0827 Ha

Cartesian coordinates (Å):
C: 1.76 1.28 0.82
C: 0.77 2.43 0.64
F: 1.13 3.42 1.64
Nb: -1.53 2.15 0.73
H: 1.32 0.35 0.47
H: 1.99 1.17 1.88
H: 2.72 1.44 0.30
H: 0.98 2.90 -0.33
H: -2.10 2.75 -0.91
H: -1.07 0.47 0.04
H: -1.83 1.73 2.51
H: -1.96 3.93 1.13
H: -3.19 1.37 0.60
C: 2.16 -1.78 -1.60
O: 0.76 -1.75 -1.37
H: 2.59 -1.01 -0.95
H: 2.60 -2.75 -1.36
H: 2.41 -1.53 -2.64
H: 0.34 -2.41 -1.93
C: -6.02 2.38 2.11
O: -5.06 3.37 2.39
H: -5.48 1.61 1.55
H: -6.43 1.92 3.02
H: -6.85 2.75 1.50
H: -5.46 4.09 2.90
C: 4.58 -4.92 -2.14
O: 3.18 -5.01 -1.94
H: 4.94 -4.15 -1.46
H: 5.09 -5.86 -1.89
H: 4.84 -4.64 -3.16
H: 2.82 -5.69 -2.53

6.
The following is a DFT calculation (the ωB97M-V functional and the def2-TZVPD basis) of 5 unconnected molecules or ions with the total composition C5H21N2O4.

HOMO-LUMO gap (spin up / spin down)   2.7 / 9.6 eV
<S²>   0.75
HOMO energy (spin up / spin down)   -0.0870 / -0.3420 hartree
Spin multiplicity   2
ΔE to the lowest compared entry with this formula, charge and spin   172.25 kJ/mol
LUMO energy (spin up / spin down)   0.0116 / 0.0096 Ha

Cartesian coordinates (Å):
C: 1.56 -3.32 0.14
C: 0.50 -2.44 0.73
C: 1.01 -0.96 0.74
C: 0.36 -0.34 -0.50
C: -0.29 0.79 -0.60
N: -0.53 1.58 -1.84
N: 0.18 -2.74 2.13
H: 2.62 -3.19 0.42
H: 1.34 -4.39 0.39
H: 1.51 -3.41 -0.96
H: -0.36 -2.68 0.03
H: 0.76 -0.50 1.69
H: 2.11 -0.86 0.66
H: 0.61 -1.15 -1.23
H: -0.75 1.25 0.28
H: 0.10 1.11 -2.57
H: -1.50 1.37 -2.08
H: -0.39 2.60 -1.79
H: 0.94 -2.92 2.76
H: -0.47 -3.49 2.17
H: -1.87 3.87 2.16
H: -2.16 2.46 1.68
O: -1.98 3.36 1.36
H: 1.27 0.24 -4.67
H: 2.05 0.32 -3.22
O: 1.22 0.56 -3.70
H: -0.55 4.31 -0.22
H: -0.37 4.96 -1.59
O: -0.53 4.12 -1.16
H: -1.69 -0.72 2.58
H: -2.49 0.13 3.57
O: -2.22 0.08 2.64

7.
The following is a DFT calculation (the ωB97M-V functional and the def2-TZVPD basis) of 5 unconnected molecules or ions with the total composition C5H21N2O5.

HOMO-LUMO gap   10.3 eV
HOMO energy   -0.4722 hartree
Spin multiplicity   1
ΔE to the lowest compared entry with this formula, charge and spin   146.05 kJ/mol
Charge   +1
LUMO energy   -0.0931 Ha

Cartesian coordinates (Å):
C: -0.10 -1.30 1.37
N: 1.03 -1.88 0.66
C: 2.35 -1.47 1.18
C: 3.22 -1.27 -0.05
O: 3.00 -0.35 -0.80
C: -0.35 0.14 0.94
N: -0.33 0.29 -0.54
C: -1.50 -0.36 -1.19
H: 0.02 -1.34 2.46
H: -0.99 -1.89 1.14
H: 0.99 -2.88 0.61
H: 2.78 -2.21 1.86
H: 2.27 -0.54 1.73
H: 4.00 -2.01 -0.28
H: 0.42 0.82 1.33
H: -1.29 0.50 1.34
H: 0.54 -0.14 -0.89
H: -0.35 1.28 -0.76
H: -1.47 -0.10 -2.24
H: -1.48 -1.44 -1.05
H: -2.40 0.06 -0.76
H: -4.83 0.67 1.02
H: -4.13 1.06 2.36
O: -3.98 0.86 1.44
H: -2.42 3.34 -0.02
H: -2.87 1.96 0.55
O: -2.20 2.40 -0.02
H: 2.16 -0.42 -2.64
H: 1.10 -0.57 -3.77
O: 1.22 -0.25 -2.85
H: 2.25 1.66 -0.72
H: 1.82 3.11 -0.91
O: 1.54 2.28 -0.51

We obtain max |F| values of 2.47 3.55 4.86 2.02 1.29 3.58 1.36 eV/A for the records listed above, in that order.